Entry 1:
This record from the Open Molecules 2025 dataset describes a cluster of 3 separate species, C5H17NO2 in total. The level of theory is the ωB97M-V functional and the def2-TZVPD basis.

Each line ends with the natural charge from an NBO analysis.
CARTESIAN COORDINATES (ANGSTROEM)
1 C 1.258 -0.947 -2.062  -0.617
2 C -0.133 -1.325 -1.523  -0.423
3 C -0.251 -1.499 -0.008  -0.209
4 N -0.362 -0.259 0.747  -0.662
5 C 0.890 0.290 1.291  -0.211
6 C 1.146 1.753 0.974  -0.629
7 H 1.903 -0.510 -1.300  0.206
8 H 1.723 -1.789 -2.529  0.213
9 H 1.106 -0.202 -2.844  0.201
10 H -0.583 -2.217 -1.963  0.205
11 H -0.870 -0.579 -1.834  0.200
12 H -1.090 -2.167 0.193  0.188
13 H 0.567 -2.097 0.413  0.187
14 H -0.920 0.420 0.245  0.371
15 H 1.701 -0.404 1.045  0.186
16 H 0.896 0.081 2.377  0.154
17 H 1.771 2.169 1.761  0.221
18 H 0.210 2.314 1.059  0.213
19 H 1.540 1.831 -0.028  0.207
20 O -1.387 -0.103 3.837  -0.943
21 H -0.630 0.188 3.299  0.468
22 H -1.948 -0.533 3.184  0.473
23 O -2.288 1.734 -1.731  -0.932
24 H -1.413 1.842 -2.125  0.465
25 H -2.836 2.009 -2.478  0.471

Forces on atoms 1 to 2 (eV/Å):
-1.089 0.451 -0.140
-0.424 -0.014 0.293

Values from the calculation:
HOMO ... -0.3144 Ha
SMILES string ... CCCNCC.O.O
LUMO energy ... 0.521 eV
Charge ... 0
Orbital gap ... 9.1 eV
Total energy ... -405.9016 a.u.
Spin multiplicity ... 1
Relative energy (zero: lowest compared OMol25 entry of this formula, charge and spin) ... 107.17 kJ/mol

***

Entry 2:
This record from the Open Molecules 2025 dataset describes the molecule C33H32N2O8. The level of theory is the ωB97M-V functional and the def2-TZVPD basis.

Each line ends with the natural charge from an NBO analysis.
CARTESIAN COORDINATES (ANGSTROEM)
1 C 8.912 -1.476 1.213  -0.251
2 O 7.691 -2.020 1.652  -0.480
3 C 6.567 -1.266 1.517  0.266
4 C 6.528 -0.006 0.948  -0.276
5 C 5.321 0.678 0.862  -0.147
6 C 5.324 2.041 0.274  0.679
7 O 6.219 2.841 0.466  -0.598
8 N 4.236 2.404 -0.474  -0.621
9 C 3.215 1.610 -1.006  0.146
10 C 3.474 0.327 -1.491  -0.220
11 C 2.453 -0.464 -1.981  -0.210
12 C 1.161 0.040 -2.005  0.002
13 C 0.905 1.347 -1.560  0.010
14 C 1.921 2.133 -1.066  -0.235
15 C -0.554 1.670 -1.707  -0.478
16 C -1.113 0.396 -2.272  0.110
17 C -2.415 0.105 -2.606  -0.285
18 C -2.713 -1.171 -3.090  0.235
19 N -4.017 -1.537 -3.433  -0.636
20 C -5.215 -1.141 -2.910  0.677
21 O -6.249 -1.414 -3.488  -0.596
22 C -5.201 -0.422 -1.607  -0.135
23 C -4.382 -0.806 -0.561  -0.236
24 C -4.417 -0.132 0.659  0.280
25 O -3.530 -0.623 1.567  -0.496
26 C -3.500 -0.177 2.905  -0.236
27 C -5.303 0.941 0.838  0.170
28 O -5.311 1.598 2.048  -0.520
29 C -5.437 3.006 2.055  -0.241
30 C -6.190 1.272 -0.209  0.324
31 O -7.095 2.262 0.048  -0.518
32 C -8.028 2.595 -0.952  -0.252
33 C -6.123 0.601 -1.419  -0.303
34 C -1.690 -2.101 -3.284  -0.267
35 C -0.380 -1.801 -2.964  -0.174
36 C -0.090 -0.550 -2.442  -0.110
37 C 4.163 0.110 1.374  -0.275
38 C 4.176 -1.166 1.921  0.228
39 O 3.035 -1.781 2.376  -0.510
40 C 1.799 -1.141 2.173  -0.251
41 C 5.387 -1.871 2.005  0.285
42 O 5.583 -3.121 2.503  -0.494
43 C 4.605 -3.755 3.295  -0.239
44 H 8.905 -1.286 0.134  0.175
45 H 9.153 -0.548 1.741  0.179
46 H 9.665 -2.228 1.440  0.201
47 H 7.414 0.474 0.567  0.238
48 H 4.191 3.394 -0.681  0.410
49 H 4.486 -0.045 -1.477  0.228
50 H 2.666 -1.457 -2.345  0.216
51 H 1.730 3.137 -0.714  0.213
52 H -1.015 1.917 -0.748  0.237
53 H -0.714 2.517 -2.377  0.238
54 H -3.195 0.842 -2.499  0.225
55 H -4.107 -2.185 -4.207  0.410
56 H -3.692 -1.628 -0.653  0.233
57 H -2.820 -0.861 3.413  0.186
58 H -3.112 0.841 2.985  0.176
59 H -4.485 -0.225 3.370  0.190
60 H -6.481 3.318 2.002  0.194
61 H -5.008 3.330 3.005  0.186
62 H -4.882 3.461 1.231  0.175
63 H -8.659 3.368 -0.514  0.200
64 H -7.537 2.994 -1.846  0.178
65 H -8.646 1.736 -1.228  0.185
66 H -6.786 0.840 -2.233  0.238
67 H -1.938 -3.074 -3.683  0.212
68 H 0.399 -2.532 -3.115  0.214
69 H 3.245 0.672 1.348  0.229
70 H 1.048 -1.848 2.521  0.200
71 H 1.626 -0.921 1.114  0.186
72 H 1.719 -0.218 2.756  0.174
73 H 3.733 -4.050 2.708  0.184
74 H 4.282 -3.120 4.123  0.179
75 H 5.096 -4.644 3.690  0.188

Forces on atoms 1 to 2 (eV/Å):
0.198 0.108 -0.082
-0.409 -0.008 0.068

Values from the calculation:
HOMO ... -0.2820 Ha
SMILES string ... COc1cc(C(=O)Nc2ccc3c(c2)Cc2cc(NC(=O)c4cc(OC)c(OC)c(OC)c4)ccc2-3)cc(OC)c1OC
LUMO energy ... 0.361 eV
Charge ... 0
Orbital gap ... 8.0 eV
Total energy ... -1988.1108 a.u.
Spin multiplicity ... 1
Relative energy (zero: lowest compared OMol25 entry of this formula, charge and spin) ... 14.49 kJ/mol

***

Entry 3:
This record from the Open Molecules 2025 dataset describes a structure of composition C34H34IN7OSr. The level of theory is the ωB97M-V functional and the def2-TZVPD basis.

Each line ends with the Mulliken charge.
CARTESIAN COORDINATES (ANGSTROEM)
1 Sr -0.569 -0.292 0.040  3.075
2 C -2.606 -1.848 -0.539  -0.522
3 C -2.729 -1.202 0.836  -0.799
4 C -1.881 -1.937 1.814  -0.197
5 C -2.340 -3.116 2.397  -0.474
6 C -1.500 -3.784 3.268  -0.472
7 C -0.236 -3.259 3.521  -0.772
8 C 0.137 -2.089 2.886  -0.623
9 N -0.678 -1.441 2.050  0.022
10 N -1.973 -0.931 -1.449  0.289
11 C -1.458 -1.553 -2.644  -1.110
12 C -0.470 -2.641 -2.287  0.525
13 C -0.148 -3.663 -3.173  -1.140
14 C 0.698 -4.670 -2.739  -0.493
15 C 1.185 -4.636 -1.439  -0.930
16 C 0.828 -3.569 -0.633  -0.771
17 N 0.028 -2.595 -1.055  0.757
18 C -2.832 0.208 -1.659  -2.035
19 C -2.109 1.508 -1.876  1.092
20 C -2.866 2.667 -2.011  -0.939
21 C -2.214 3.874 -2.165  -0.485
22 C -0.826 3.877 -2.191  -0.754
23 C -0.158 2.680 -2.025  0.269
24 N -0.781 1.505 -1.864  0.354
25 H -3.590 -2.170 -0.914  0.308
26 H -2.018 -2.750 -0.443  0.706
27 H -3.767 -1.193 1.164  0.914
28 H -2.391 -0.183 0.781  0.281
29 H -3.334 -3.478 2.167  0.487
30 H -1.829 -4.696 3.749  0.436
31 H 0.445 -3.756 4.198  0.439
32 H 1.109 -1.628 3.018  0.481
33 H -0.957 -0.786 -3.242  0.465
34 H -2.256 -1.985 -3.272  0.460
35 H -0.561 -3.672 -4.173  0.507
36 H 0.962 -5.481 -3.405  0.410
37 H 1.830 -5.418 -1.063  0.457
38 H 1.187 -3.461 0.384  0.491
39 H -3.445 0.353 -0.771  0.545
40 H -3.552 0.036 -2.476  0.541
41 H -3.947 2.607 -1.973  0.423
42 H -2.779 4.792 -2.253  0.430
43 H -0.268 4.795 -2.310  0.491
44 H 0.923 2.653 -2.003  -0.353
45 C 1.192 4.044 1.354  -1.856
46 C 0.295 2.856 1.113  -0.506
47 N 0.784 1.667 0.708  0.608
48 N 2.032 1.598 0.448  -0.801
49 C 2.438 0.274 -0.034  0.676
50 O 1.461 -0.668 0.152  -1.108
51 C 3.795 -0.114 0.557  -0.012
52 C 4.172 -1.453 0.506  -0.354
53 C 5.449 -1.845 0.874  -0.799
54 C 6.371 -0.895 1.297  -0.425
55 C 5.998 0.438 1.365  -0.766
56 C 4.718 0.831 0.995  -0.238
57 C -1.104 2.977 1.272  1.738
58 C -1.697 4.246 1.532  -1.187
59 C -3.055 4.369 1.646  -0.419
60 C -3.861 3.230 1.540  -1.343
61 C -3.220 2.032 1.305  -0.236
62 N -1.907 1.873 1.144  0.572
63 H 2.224 3.714 1.275  0.244
64 H 1.028 4.463 2.351  0.385
65 H 1.038 4.843 0.619  0.265
66 H 3.428 -2.165 0.165  0.202
67 H 5.734 -2.889 0.817  0.406
68 H 7.374 -1.196 1.574  0.376
69 H 6.714 1.184 1.689  0.408
70 H 4.424 1.869 1.049  0.346
71 H -1.061 5.114 1.622  0.386
72 H -3.506 5.340 1.816  0.405
73 H -4.936 3.274 1.644  0.451
74 H -3.837 1.138 1.251  0.271
75 I 3.746 2.021 -2.309  -0.057
76 C 2.648 0.336 -1.592  -1.446
77 H 1.661 0.362 -2.049  0.328
78 H 3.197 -0.540 -1.923  0.697

Forces on atoms 1 to 2 (eV/Å):
4.030 3.767 1.471
-1.407 -1.006 -0.338

Values from the calculation:
HOMO ... -0.2055 Ha
LUMO energy ... 0.005 eV
Charge ... 0
Orbital gap ... 5.6 eV
Total energy ... -2102.9079 a.u.
Spin multiplicity ... 1
Relative energy (zero: lowest compared OMol25 entry of this formula, charge and spin) ... 539.84 kJ/mol

***

Entry 4:
This record from the Open Molecules 2025 dataset describes a cluster of 3 separate species, C24H38NO5S2 in total. The level of theory is the ωB97M-V functional and the def2-TZVPD basis.

Each line ends with the natural charge from an NBO analysis.
CARTESIAN COORDINATES (ANGSTROEM)
1 C 7.312 -1.305 0.073  -0.246
2 O 6.397 -0.339 -0.384  -0.542
3 C 5.139 -0.864 -0.726  -0.050
4 C 4.422 0.091 -1.655  -0.415
5 C 3.950 1.387 -0.975  -0.406
6 C 2.497 1.338 -0.437  -0.395
7 C 2.472 1.146 1.077  -0.402
8 C 1.063 1.058 1.719  -0.438
9 C -0.035 0.616 0.790  0.044
10 C -0.996 1.487 0.365  -0.198
11 C -2.052 1.086 -0.486  -0.131
12 C -2.156 -0.202 -0.932  -0.205
13 C -1.192 -1.138 -0.531  -0.001
14 C -1.253 -2.499 -0.938  -0.184
15 C -0.323 -3.376 -0.511  0.013
16 N 0.691 -2.938 0.289  -0.433
17 C 0.807 -1.686 0.700  0.149
18 C -0.133 -0.728 0.327  -0.066
19 H 7.100 -1.625 1.100  0.165
20 H 8.301 -0.853 0.062  0.201
21 H 7.325 -2.192 -0.569  0.166
22 H 5.259 -1.843 -1.206  0.167
23 H 4.530 -1.038 0.178  0.138
24 H 5.083 0.336 -2.487  0.225
25 H 3.564 -0.436 -2.084  0.192
26 H 4.613 1.558 -0.121  0.212
27 H 4.095 2.243 -1.630  0.218
28 H 1.980 0.532 -0.959  0.184
29 H 2.019 2.283 -0.700  0.209
30 H 3.072 0.275 1.347  0.195
31 H 2.970 2.014 1.511  0.227
32 H 0.770 2.009 2.161  0.231
33 H 1.108 0.354 2.556  0.220
34 H -0.955 2.519 0.690  0.227
35 H -2.814 1.795 -0.789  0.262
36 H -2.974 -0.494 -1.576  0.247
37 H -2.057 -2.834 -1.579  0.250
38 H -0.349 -4.421 -0.774  0.247
39 H 1.383 -3.607 0.603  0.450
40 H 1.638 -1.423 1.336  0.251
41 C -1.560 -2.297 5.783  -0.407
42 C -2.553 -2.062 4.635  -0.403
43 C -1.832 -2.419 3.329  -0.676
44 S -0.602 -3.662 3.764  2.162
45 O 0.712 -3.102 3.517  -0.976
46 O -0.968 -4.928 3.182  -0.936
47 C -0.931 -3.661 5.520  -0.670
48 H -2.051 -2.270 6.753  0.239
49 H -0.789 -1.523 5.775  0.216
50 H -3.421 -2.710 4.765  0.219
51 H -2.912 -1.035 4.614  0.232
52 H -2.500 -2.843 2.583  0.254
53 H -1.302 -1.563 2.912  0.234
54 H 0.000 -3.832 6.055  0.265
55 H -1.632 -4.472 5.716  0.251
56 C -3.204 4.337 -4.983  -0.407
57 C -4.738 4.357 -5.023  -0.403
58 C -5.229 3.029 -4.430  -0.673
59 S -3.962 2.506 -3.271  2.163
60 O -3.364 1.277 -3.738  -0.952
61 O -4.472 2.597 -1.922  -0.956
62 C -2.829 3.856 -3.584  -0.673
63 H -2.780 5.318 -5.189  0.235
64 H -2.820 3.641 -5.731  0.219
65 H -5.109 5.189 -4.422  0.215
66 H -5.113 4.492 -6.035  0.235
67 H -6.168 3.129 -3.891  0.260
68 H -5.316 2.251 -5.186  0.253
69 H -1.808 3.490 -3.500  0.254
70 H -3.019 4.622 -2.833  0.243

Forces on atoms 1 to 2 (eV/Å):
0.172 -0.040 0.246
-0.042 0.090 -0.173

Values from the calculation:
HOMO ... -0.4324 Ha
LUMO energy ... -3.744 eV
Charge ... +1
Orbital gap ... 8.0 eV
Total energy ... -2164.4035 a.u.
Spin multiplicity ... 1

***

Entry 5:
This record from the Open Molecules 2025 dataset describes a structure of composition C29H19F5N3O2PtS. The level of theory is the ωB97M-V functional and the def2-TZVPD basis.

Each line ends with the Löwdin spin population.
CARTESIAN COORDINATES (ANGSTROEM)
1 Pt -0.055 0.692 0.371  1.425
2 C 4.343 2.120 0.879  0.024
3 O 3.470 3.195 0.541  0.009
4 C 2.284 2.698 0.335  0.009
5 N 2.161 1.407 0.402  0.117
6 C 3.486 0.851 0.599  0.051
7 C 3.617 -0.282 1.576  0.253
8 C 2.601 -0.581 2.483  0.046
9 C 2.766 -1.633 3.364  0.151
10 C 3.899 -2.451 3.290  0.295
11 C 4.948 -2.116 2.438  0.034
12 C 4.797 -1.057 1.566  0.130
13 C 1.143 3.569 0.043  0.004
14 C 1.235 4.942 -0.190  0.002
15 C 0.054 5.643 -0.413  -0.003
16 C -1.168 4.974 -0.393  0.001
17 C -1.163 3.599 -0.148  0.003
18 N -0.026 2.933 0.045  0.066
19 C -2.355 2.752 0.005  0.006
20 N -2.240 1.509 0.362  0.150
21 C -3.566 0.938 0.466  0.013
22 C -4.486 2.154 0.130  0.007
23 O -3.564 3.207 -0.162  0.000
24 C -3.762 -0.279 -0.414  0.008
25 C -2.890 -0.536 -1.475  0.012
26 C -3.201 -1.527 -2.385  0.002
27 C -4.315 -2.349 -2.185  0.005
28 C -5.173 -2.117 -1.116  0.005
29 C -4.882 -1.105 -0.223  0.001
30 H 4.621 2.221 1.935  0.001
31 H 5.243 2.202 0.268  0.000
32 H 3.777 0.406 -0.369  0.017
33 H 1.721 0.054 2.540  0.002
34 H 2.032 -1.810 4.137  0.005
35 H 3.954 -3.362 3.872  0.011
36 H 5.845 -2.715 2.414  -0.002
37 H 5.583 -0.850 0.854  0.003
38 H 2.202 5.426 -0.193  0.001
39 H 0.085 6.711 -0.580  0.000
40 H -2.100 5.495 -0.555  0.001
41 H -3.732 0.604 1.501  0.000
42 H -5.117 2.478 0.964  0.000
43 H -5.120 1.994 -0.745  0.000
44 H -2.013 0.088 -1.636  0.005
45 H -2.596 -1.644 -3.273  0.000
46 H -4.488 -3.200 -2.833  0.000
47 H -6.040 -2.743 -0.959  0.000
48 H -5.533 -0.957 0.622  0.000
49 F 0.688 -5.272 -3.526  0.058
50 C 0.520 -4.423 -2.546  0.143
51 C -0.711 -4.361 -1.871  0.001
52 F -1.711 -5.145 -2.217  -0.006
53 C -0.887 -3.450 -0.839  0.075
54 F -2.059 -3.368 -0.212  0.029
55 C 0.121 -2.546 -0.472  0.164
56 S -0.142 -1.534 0.924  0.569
57 C 1.335 -2.606 -1.173  0.054
58 F 2.288 -1.720 -0.850  0.014
59 C 1.556 -3.541 -2.178  0.024
60 F 2.718 -3.583 -2.797  0.003

Forces on atoms 1 to 2 (eV/Å):
-0.533 0.464 -0.140
0.933 -0.465 0.551

Values from the calculation:
HOMO (spin up / spin down) ... -0.5946 / -0.5936 Ha
LUMO energy (spin up / spin down) ... -9.272 / -13.037 eV
Charge ... +3
Orbital gap (spin up / spin down) ... 6.9 / 3.1 eV
<S²> ... 6.0417
Total energy ... -2446.9299 a.u.
Spin multiplicity ... 5
Relative energy (zero: lowest compared OMol25 entry of this formula, charge and spin) ... 23.53 kJ/mol

***

Entry 6:
This record from the Open Molecules 2025 dataset describes the molecule C17H27NO4. The level of theory is the ωB97M-V functional and the def2-TZVPD basis.

Each line ends with the natural charge from an NBO analysis.
CARTESIAN COORDINATES (ANGSTROEM)
1 C 1.342 4.046 -0.560  -0.630
2 C 0.855 2.805 0.170  -0.063
3 O 0.792 1.724 -0.757  -0.554
4 C 0.528 0.490 -0.186  0.407
5 O -0.727 0.557 0.478  -0.539
6 C -1.195 -0.663 0.906  0.190
7 C -2.305 -0.594 1.903  0.636
8 O -2.779 -1.589 2.419  -0.624
9 N -2.720 0.664 2.163  -0.594
10 C -3.777 0.965 3.066  -0.062
11 C -4.713 2.095 2.760  -0.428
12 C -3.719 2.222 3.879  -0.428
13 C -0.703 -1.831 0.499  -0.213
14 C 0.342 -1.960 -0.571  -0.248
15 C -0.079 -3.046 -1.543  -0.222
16 C 0.066 -4.486 -1.149  -0.419
17 C 0.935 -3.913 -2.227  -0.420
18 C 0.498 -0.599 -1.269  -0.241
19 C 1.648 -0.538 -2.281  -0.407
20 C 3.075 -0.819 -1.798  -0.431
21 C 3.727 0.289 -0.956  -0.058
22 O 3.592 1.570 -1.508  -0.736
23 H 0.699 4.248 -1.412  0.216
24 H 1.317 4.897 0.115  0.218
25 H 2.360 3.906 -0.914  0.221
26 H -0.141 2.977 0.595  0.177
27 H 1.539 2.540 0.989  0.173
28 H 1.283 0.249 0.592  0.144
29 H -2.274 1.423 1.670  0.409
30 H -4.164 0.058 3.511  0.246
31 H -5.757 1.977 3.005  0.221
32 H -4.539 2.668 1.862  0.212
33 H -4.077 2.192 4.896  0.221
34 H -2.876 2.881 3.734  0.211
35 H -1.122 -2.731 0.919  0.246
36 H 1.292 -2.254 -0.109  0.213
37 H -0.964 -2.786 -2.111  0.220
38 H -0.715 -5.177 -1.426  0.220
39 H 0.521 -4.707 -0.196  0.213
40 H 1.980 -3.757 -2.005  0.211
41 H 0.752 -4.209 -3.249  0.218
42 H -0.422 -0.408 -1.836  0.219
43 H 1.626 0.442 -2.761  0.218
44 H 1.417 -1.277 -3.050  0.224
45 H 3.119 -1.747 -1.228  0.198
46 H 3.685 -0.953 -2.694  0.213
47 H 4.802 0.100 -0.897  0.183
48 H 3.331 0.270 0.069  0.141
49 H 2.646 1.786 -1.508  0.480

Forces on atoms 1 to 2 (eV/Å):
-0.113 -0.431 0.093
-0.013 0.324 0.228

Values from the calculation:
HOMO ... -0.3314 Ha
SMILES string ... CCO[C@H]1OC(C(=O)NC2CC2)=C[C@@H](C2CC2)[C@@H]1CCCO
LUMO energy ... 0.688 eV
Charge ... 0
Orbital gap ... 9.7 eV
Total energy ... -1019.6320 a.u.
Spin multiplicity ... 1
Relative energy (zero: lowest compared OMol25 entry of this formula, charge and spin) ... 261.93 kJ/mol

***

Look up the total energy of the first one. -405.9016 a.u.

***

Which formula does entry 3 have? C34H34IN7OSr